C58H40BrCaCl4N6 | ωB97M-V/def2-TZVPD

**Charge**: -1
**Frontier orbital gap (alpha / beta)**: 5.4 / 5.4 eV
**Maximum force**: 1.22 eV/Å

Last column: Löwdin charge in e.
Atoms and positions in Å:
1 C -3.02201 0.31478 1.32620  -0.247
2 C 2.54114 3.49839 -6.78780  -0.671
3 H 2.49038 -4.23379 2.64274  0.095
4 H -5.45255 -3.48211 4.44918  0.103
5 C -5.84289 -1.23203 1.34342  -0.024
6 C -0.86818 5.44163 4.00477  -0.130
7 H 0.17700 4.52934 -3.43798  0.108
8 C 4.39431 2.10556 0.99214  -0.049
9 C -3.34455 -1.00492 1.13038  -0.083
10 H 1.12713 2.35314 -7.91408  0.102
11 H -0.80837 5.40245 -1.15058  0.103
12 C -1.08309 3.28492 0.86626  -0.079
13 C 1.16304 -6.77969 -2.99916  -0.667
14 H 0.51950 5.50049 0.43860  0.092
15 H -3.45472 -2.59496 3.29537  0.116
16 H 3.41943 0.77322 -0.38627  0.097
17 C 1.70020 -2.56324 1.54232  -0.301
18 C 3.68332 -3.78095 0.91593  -0.135
19 H 3.85549 4.53297 -5.45189  0.102
20 C 1.43034 2.33065 -4.52666  -0.200
21 C 0.42666 -1.78863 -2.69599  -0.264
22 H 1.35515 -4.42133 -0.59880  0.106
23 H -3.80373 -3.87391 0.65172  0.100
24 C 2.60998 -3.58771 1.77755  -0.089
25 C 3.81849 -2.93152 -0.17327  -0.130
26 C -0.12163 6.51304 3.56013  -0.703
27 H -0.90486 0.25173 4.00035  0.084
28 H -1.65255 -1.13991 3.22265  0.054
29 Cl 3.24232 4.22490 -8.21263  0.632
30 H -7.96080 -1.48989 1.62192  0.102
31 H -1.67390 3.55408 3.54556  0.098
32 Ca 0.00056 0.02486 -0.11027  1.280
33 H 5.36581 2.00662 0.53039  0.104
34 Cl 1.73487 -8.39359 -3.36312  0.623
35 C 0.25772 -4.23797 -2.43057  -0.197
36 C -0.42121 4.41944 -1.35387  -0.028
37 C 1.77879 -1.66201 0.46224  -0.175
38 H 2.45415 -0.58590 2.96520  0.084
39 C -1.19139 -2.81804 -1.06409  -0.251
40 Br 2.59740 3.98997 4.19893  0.783
41 C -0.48145 3.26822 -0.44046  -0.249
42 Cl 0.30262 7.80282 4.66103  0.619
43 H 1.45735 0.50634 3.94575  0.067
44 C -3.84304 1.26864 2.06395  -0.001
45 H 0.14699 1.30377 -5.89833  0.126
46 H 4.39815 -4.57573 1.09588  0.085
47 H 0.90800 2.29497 2.47888  0.099
48 C -0.09375 -4.85207 -3.62506  -0.028
49 C -3.20168 2.44598 2.04265  -0.021
50 H 2.27873 -0.26924 -4.96034  0.101
51 H 1.01242 7.32572 1.93822  0.104
52 H 5.03478 3.43512 2.56504  0.101
53 C -2.63664 -1.96733 0.32739  -0.253
54 H -0.39375 -2.67391 2.03560  0.110
55 N -1.57072 -1.68031 -0.41290  0.023
56 C 2.88330 -1.91842 -0.37341  -0.184
57 C 1.90725 2.25312 2.06413  -0.203
58 Cl -8.22844 -3.15111 3.90896  0.630
59 C 0.35503 -6.13298 -3.91562  -0.110
60 C 1.62168 -0.58763 -4.16849  -0.022
61 C 0.36454 6.52618 2.26668  -0.118
62 C -0.20012 -2.87073 -2.05301  -0.046
63 C 4.21430 2.89479 2.11510  -0.112
64 C 1.58484 -0.52602 3.61811  -0.104
65 N 2.08810 1.49392 0.99300  0.060
66 C 0.07109 3.97183 -2.52258  -0.009
67 H -0.68835 -1.36826 4.70349  0.088
68 N 0.39848 -0.97326 2.91565  -0.259
69 N -0.04079 2.19183 -1.07559  0.018
70 H -3.56961 3.38663 2.41170  0.104
71 C 1.33726 -1.87177 -3.79779  -0.010
72 C 0.85359 1.70333 -3.30807  -0.055
73 N -1.88549 0.96788 0.89300  0.013
74 C 0.95761 2.01270 -5.79787  -0.024
75 C -4.56635 -1.52635 1.80783  -0.210
76 H 0.68198 -3.01111 3.40435  0.115
77 C 3.30732 1.42169 0.47150  -0.120
78 H 0.08342 -6.62289 -4.83926  0.099
79 H 1.72531 -2.77885 -4.23056  0.106
80 H 4.63957 -3.06781 -0.86691  0.086
81 H 2.17213 -6.70916 -1.10925  0.105
82 C 3.03782 3.83294 -5.54113  -0.102
83 C -1.95329 2.24774 1.28549  -0.252
84 C -5.55529 -2.85040 3.57962  -0.098
85 C 0.54727 -2.37093 2.50908  -0.188
86 C -0.79529 4.42633 1.77718  -0.157
87 C 1.53295 -6.18591 -1.80528  -0.086
88 C -6.81230 -2.52825 3.09665  -0.671
89 C 1.50208 2.59422 -6.92985  -0.102
90 H -0.72423 -4.32527 -4.32888  0.123
91 N 0.18840 -0.47665 -2.40286  0.026
92 C 0.88240 0.26147 -3.27517  -0.253
93 C 2.47601 3.24458 -4.41818  -0.024
94 C -4.44195 -2.34463 2.92846  -0.022
95 H 1.78045 -1.14318 4.51545  0.092
96 C 0.33336 2.54888 -2.35656  -0.232
97 C -2.97794 -3.36182 0.18612  -0.011
98 C 0.05018 5.48833 1.40729  -0.036
99 H 2.86112 3.48559 -3.43625  0.124
100 C -6.96941 -1.72416 1.98367  -0.105
101 C 1.07190 -4.90999 -1.52167  0.010
102 C -2.05361 -3.89745 -0.66276  0.000
103 H -1.99224 -4.91486 -1.01144  0.107
104 H -5.95404 -0.60839 0.46598  0.126
105 H 3.03262 -1.30744 -1.26561  0.068
106 H -1.17606 5.38918 5.03993  0.105
107 C 2.94332 2.96197 2.65570  -0.659
108 H -4.81601 1.06870 2.47920  0.106
109 C -0.76651 -0.80334 3.75507  -0.105
110 C -1.17415 4.41215 3.13143  -0.051